Entry 1:
30
Properties=species:S:1:pos:R:3:lowdin_charge:R:1 method="wB97M-V/def2-TZVPD" lumo_ev=-5.818 relative_energy_kj_mol=10.2 charge=+2 gap_ha=0.4448 homo_energy_ev=-17.92
C -1.12 0.21 -1.18 -0.184
O -1.94 -0.66 -1.94 -0.036
C 0.33 -0.18 -1.48 -0.252
C 1.33 0.91 -1.08 -0.109
C 2.34 0.51 -0.01 -0.126
N 1.73 0.39 1.36 0.172
N 0.37 -0.43 -2.98 0.229
H -1.39 1.23 -1.47 0.145
H -1.36 0.11 -0.11 0.116
H -2.53 -1.17 -1.39 0.117
H 0.56 -1.17 -1.08 0.144
H 0.81 1.81 -0.74 0.131
H 1.90 1.26 -1.96 0.143
H 3.16 1.22 0.08 0.141
H 2.83 -0.44 -0.25 0.140
H 1.10 -0.44 1.44 0.098
H 1.14 1.21 1.61 0.106
H 2.47 0.31 2.06 0.180
H 1.25 -0.85 -3.29 0.184
H -0.40 -1.08 -3.20 0.168
H 0.16 0.41 -3.52 0.187
H -2.35 -0.11 2.65 0.080
H -2.97 -1.47 2.52 0.093
O -2.32 -0.90 2.08 -0.039
H -0.66 2.90 2.17 0.072
H -0.22 2.17 3.45 0.087
O -0.21 2.11 2.48 -0.039
H 0.29 -2.65 1.65 0.092
H -0.83 -1.60 1.64 0.023
O 0.08 -1.78 1.28 -0.060



Entry 2:
33
Properties=species:S:1:pos:R:3:lowdin_charge:R:1 method="wB97M-V/def2-TZVPD" lumo_ev=0.426 relative_energy_kj_mol=141.6 smiles="NCCNCC(=O)O.O.O.O.O.O" gap_ha=0.3434 homo_energy_ev=-8.92
N -2.73 0.84 0.52 -0.019
C -1.68 1.61 -0.20 -0.252
C -0.97 2.77 0.45 -0.249
N 0.05 2.42 1.43 -0.077
C 1.38 2.06 0.88 -0.100
C 1.98 0.73 1.29 -0.495
O 3.02 0.25 0.92 0.099
O 1.09 0.10 2.10 0.067
H -3.02 1.22 1.43 0.068
H -3.64 0.77 0.06 0.070
H -2.19 1.89 -1.14 0.116
H -1.01 0.80 -0.45 0.077
H -0.62 3.58 -0.22 0.121
H -1.67 3.47 1.01 0.126
H -0.30 1.65 2.03 0.107
H 1.19 2.09 -0.20 0.118
H 2.07 2.84 1.25 0.132
H 1.23 -0.88 2.12 0.122
O -0.78 -2.35 -2.41 -0.062
H -0.40 -3.08 -2.91 0.073
H -1.65 -2.57 -2.03 0.042
O -2.56 -2.32 -0.43 -0.059
H -2.37 -1.45 -0.05 0.024
H -1.90 -2.93 -0.07 0.049
O 0.93 -0.56 -1.74 -0.080
H 0.98 0.36 -1.99 0.038
H 0.29 -1.09 -2.27 -0.003
O 3.41 -2.46 0.08 -0.055
H 3.67 -1.62 0.50 0.021
H 3.42 -2.29 -0.87 0.055
O 0.69 -1.98 0.63 -0.076
H 0.42 -1.91 -0.30 0.002
H 1.66 -1.96 0.60 -0.001



Entry 3:
33
Properties=species:S:1:pos:R:3:lowdin_charge:R:1 method="wB97M-V/def2-TZVPD" lumo_ev=3.055 relative_energy_kj_mol=319.2 charge=-1 gap_ha=0.3119 homo_energy_ev=-5.43
O 1.50 -0.42 -3.78 0.037
C 1.72 -0.89 -2.71 -0.202
C 0.49 -1.38 -1.79 -0.348
C -0.81 -1.02 -2.55 -0.073
N 0.78 -1.10 -0.39 -0.045
C 0.72 0.35 -0.05 -0.447
O -0.17 0.65 0.91 -0.290
H 2.69 -0.88 -2.07 0.143
H 0.36 -2.46 -1.91 0.130
H -0.72 -0.98 -3.63 0.063
H -1.25 -0.15 -2.17 0.047
H -1.72 -1.73 -2.51 0.091
H 0.14 -1.73 0.10 0.111
H 1.77 0.54 0.29 0.088
H 0.56 1.05 -0.99 0.145
H -1.49 1.30 0.28 -0.002
H -3.07 1.06 0.50 -0.001
O -2.45 1.55 0.00 -0.125
H -2.10 -1.81 0.64 0.000
H -2.71 -1.50 -0.69 0.014
O -2.92 -1.92 0.16 -0.058
H 2.30 -1.55 0.75 0.005
H 3.09 -0.69 1.64 0.006
O 3.22 -1.49 1.12 -0.103
H 0.24 -0.87 3.08 0.019
H -1.28 -1.12 3.15 0.018
O -0.44 -1.50 3.41 -0.072
H 1.39 1.57 2.96 0.026
H 0.12 1.98 2.66 -0.014
O 0.76 2.24 3.31 -0.083
H -1.93 3.45 0.39 0.034
H -0.60 3.46 0.02 -0.006
O -1.23 4.16 0.19 -0.109